Entry 1:
{"formula": "C15H17N3O5", "method": "ωB97M-V/def2-TZVPD", "de_lowest_ev": 1.1794, "homo_energy_ev": -8.078, "orbital_gap_ev": 8.6, "lumo_ha": 0.020, "symbols": ["O", "O", "O", "O", "O", "N", "N", "N", "C", "C", "C", "C", "C", "C", "C", "C", "C", "C", "C", "C", "C", "C", "C", "H", "H", "H", "H", "H", "H", "H", "H", "H", "H", "H", "H", "H", "H", "H", "H", "H"], "xyz": [[0.7802, -2.9449, 2.6625], [-1.4985, -2.6243, -1.1118], [-3.5689, 0.1155, 2.9564], [-1.8814, 1.1242, 1.8877], [-0.2499, -3.7221, 0.8541], [-1.9858, -1.0753, -3.1584], [-0.3287, -0.9525, 0.0367], [3.1111, 1.0902, -1.8473], [0.0738, -2.7314, 1.6949], [-0.7744, -0.8231, -2.4331], [-0.9201, -1.5285, -1.0812], [3.4561, 2.7167, -0.0072], [2.6442, 1.9840, -0.8665], [-0.5257, 0.6975, -2.3234], [1.3388, 3.4124, 0.9696], [0.8260, 1.0058, -1.8740], [-1.9440, -1.2616, 1.9446], [1.2256, 1.9463, -0.8944], [0.5751, 2.7366, 0.0556], [-2.4017, 0.1024, 2.2686], [1.9917, 0.4963, -2.3953], [-0.5052, -1.3720, 1.3943], [2.6934, 3.4614, 0.9582], [-1.9378, -1.8276, 2.8502], [0.1386, -1.2187, -2.8500], [-1.3060, 1.1789, -1.7859], [0.0636, -0.1030, -0.0748], [0.7628, 4.0714, 1.6308], [4.0103, 0.8679, -2.1152], [4.5558, 2.7446, 0.0095], [2.0734, -0.1384, -3.2435], [-0.4791, 2.7592, 0.1635], [-3.7330, 1.0454, 3.2095], [3.2186, 4.0557, 1.7083], [-2.6642, -1.7170, 1.2930], [-0.6677, 1.1303, -3.3316], [0.1320, -0.7108, 2.0179], [-1.8267, -0.7652, -4.1152], [-0.9024, -3.3637, 0.2237], [-2.1872, -2.0899, -3.2622]], "forces_ev_per_angstrom": [[-0.7253, 0.5685, -0.9077], [0.2913, 0.9164, 0.9664], [0.4467, 0.1504, 0.2801], [0.1599, -0.2548, 0.3342], [0.2759, 0.4024, 0.9336], [-0.4047, -0.9707, -1.3542], [-2.5392, -3.8177, -1.5499], [-3.6700, 0.5092, 0.8715], [0.8724, -1.7678, 0.8725], [-0.0950, 0.9702, 1.3366], [0.4680, 0.0033, 0.3081], [-1.7003, 1.2194, 1.7354], [1.8769, -0.8546, -1.0029], [-0.6319, -0.6967, -1.6963], [-2.1230, 1.4228, 0.4282], [1.6831, -0.0432, -0.2170], [0.9934, -0.5616, -0.0503], [0.7892, 0.7145, 1.0974], [0.4667, -0.8328, -0.3630], [-0.5357, 1.3372, -0.6546], [-0.2656, 0.8039, -0.0600], [0.1369, 0.9977, 1.2011], [3.1942, -0.7369, -0.8443], [-0.2893, -0.5038, 0.7709], [0.3616, -0.5844, -0.4348], [-0.5755, 0.2964, 1.0025], [1.5297, 3.2758, -0.5468], [0.4907, -0.3819, 0.1425], [2.0061, -0.2698, -0.2694], [-0.7181, -0.2087, -0.2405], [0.2327, -0.5763, -0.3718], [-0.8691, -0.0099, -0.1289], [-0.0080, -0.3881, -0.2838], [-0.1154, -0.1393, -0.2731], [-0.4358, -0.3215, -0.4564], [0.0792, -0.3334, 0.1129], [-0.4389, -0.1815, -0.4811], [-0.2397, 0.1609, 0.0999], [-0.2731, -0.2612, -0.8447], [0.2989, 0.9477, 0.5375]]}

---

Entry 2:
{"formula": "C23H52Cl5CsF7IKN5O4P2", "method": "ωB97M-V/def2-TZVPD", "homo_energy_ev": -4.590, "orbital_gap_ev": 2.1, "lumo_ha": -0.090, "symbols": ["Cs", "I", "K", "Cl", "Cl", "Cl", "Cl", "Cl", "P", "P", "F", "F", "F", "F", "F", "F", "F", "O", "O", "O", "O", "N", "N", "N", "N", "N", "C", "C", "C", "C", "C", "C", "C", "C", "C", "C", "C", "C", "C", "C", "C", "C", "C", "C", "C", "C", "C", "C", "C", "H", "H", "H", "H", "H", "H", "H", "H", "H", "H", "H", "H", "H", "H", "H", "H", "H", "H", "H", "H", "H", "H", "H", "H", "H", "H", "H", "H", "H", "H", "H", "H", "H", "H", "H", "H", "H", "H", "H", "H", "H", "H", "H", "H", "H", "H", "H", "H", "H", "H", "H", "H"], "xyz": [[-0.8251, -2.8537, -9.8160], [1.8980, 1.1860, 2.8762], [-3.4801, 4.4376, 0.6510], [0.1504, 5.5627, 7.6975], [-1.3508, 4.6308, 10.0060], [-1.5860, 7.3959, 9.1393], [0.8797, 6.4611, 10.3651], [-0.1900, 3.1794, -2.1388], [-6.1159, 0.3330, 6.8653], [0.3388, 0.6946, -6.6883], [-7.5849, -0.1640, 7.1200], [-5.9596, 0.4476, 8.4248], [-6.6850, 1.7978, 6.8883], [-4.7506, -0.3603, 7.2079], [-6.3617, -0.8226, 5.8288], [-2.4046, 0.5726, 6.1426], [-5.3603, 1.1010, 5.7225], [-1.4354, -7.6478, -9.3528], [3.5839, -0.6707, -2.2146], [0.7665, -1.5197, 3.7984], [1.5828, 0.9193, -7.5792], [-0.1572, -0.7746, 0.1593], [0.8443, -0.9012, -6.3355], [-0.7169, 0.7390, -8.0591], [2.1521, -1.6240, 1.8582], [-1.0873, 0.4660, -5.6555], [-0.8472, 0.5089, -4.2180], [4.2621, -1.7497, -1.4913], [3.4380, -2.3518, -0.2196], [-1.2542, 1.6006, -0.2035], [-0.3480, -0.7956, 1.6481], [0.0909, -2.1353, -6.2765], [0.6450, 1.6509, 8.1002], [-1.0221, -0.4461, -8.8463], [0.8812, -1.7498, -0.3235], [-0.0889, 1.1209, 6.7125], [2.3023, -1.3127, 0.3887], [0.0218, 0.6114, -0.3996], [-0.4768, 6.0123, 9.3020], [-0.9320, 3.0406, 0.0711], [1.9938, -0.9867, -5.4295], [-0.1937, 2.4244, 5.7374], [-0.4045, 1.8160, -9.0176], [5.7761, -1.3355, -0.9702], [1.0181, -0.8340, 2.5359], [-2.4222, 0.0122, -5.9866], [0.6719, -0.1670, 6.0381], [0.7002, -1.3575, 7.1819], [-0.0754, -0.7330, 4.7041], [1.6952, -0.8099, -4.3924], [0.0448, 2.6120, 8.4361], [3.0486, -1.4856, 2.4042], [-1.2752, 2.0440, -9.6418], [4.0668, 0.1918, -1.9902], [-0.9276, -1.7986, 1.8965], [-0.9189, -1.4676, 5.0922], [4.4300, -2.6164, -2.2801], [2.7590, -0.2482, -5.6880], [2.6282, -0.2220, 0.1563], [0.9687, 1.1790, -0.0341], [6.2137, -2.2469, -0.3604], [-1.3104, -8.5627, -9.6438], [0.4230, 1.5511, -9.6795], [-1.7321, 3.8848, 0.0365], [1.3806, -1.0290, 8.0932], [-0.7270, 3.2990, 6.3285], [-2.8398, 0.5357, -6.8505], [0.1593, 3.3543, 0.4010], [1.7234, 2.0460, 7.8345], [1.1987, -2.3062, 6.7291], [-1.0115, 0.0617, 2.0752], [2.9342, -3.3706, -0.5396], [-1.6708, 0.9891, -3.6810], [-0.6350, 0.1607, 4.2173], [-2.4585, -1.0655, -6.1648], [-0.4792, -2.2350, -5.3486], [-1.6670, -1.1345, -8.2961], [0.1598, 0.4796, -1.5687], [0.7575, -3.0044, -6.3374], [-1.6211, -0.1963, -9.7321], [-2.3785, 1.2887, -0.2119], [-1.2037, 0.8262, 7.0040], [-3.1302, 0.2165, -5.1742], [1.7709, 0.1144, 5.7795], [-0.5874, -2.2686, -7.1134], [1.8819, -2.6307, 1.9379], [0.8459, 2.8596, 5.4001], [0.6316, -2.8709, -0.1382], [4.1616, -2.6184, 0.6581], [-1.2944, -7.6856, -8.3959], [6.4669, -1.0868, -1.8759], [-0.3894, -1.5419, 7.5770], [-0.1417, 2.7390, -8.4943], [2.4881, -1.9634, -5.4822], [5.6167, -0.4351, -0.2346], [-0.7091, -0.4967, -3.8068], [-0.1218, -0.9694, -9.1803], [0.0498, 1.0936, -3.9953], [-0.8154, 2.2567, 4.7625], [0.6305, 0.8671, 8.9579], [1.0330, -1.6251, -1.4810]], "forces_ev_per_angstrom": [[-0.3183, -4.0988, -1.8123], [-0.2723, -0.7172, -0.2848], [-1.4243, 0.1999, 0.7192], [-0.1190, 0.1725, 0.4171], [0.2409, 0.4486, -0.2388], [0.2192, -0.2219, 0.0349], [-0.2219, -0.0427, -0.1903], [0.8424, 1.3064, -2.3543], [1.4000, -0.2236, 0.1162], [-1.9324, -5.3133, -3.9961], [-4.3637, 0.3042, 2.8338], [-2.0539, 1.9426, 4.5197], [-3.5573, 3.4590, 1.9892], [3.2495, -2.6489, -1.7010], [1.5590, -2.8044, -4.1729], [-0.2161, -0.3295, -0.6145], [3.2405, -0.0882, -3.6449], [0.1565, -0.1575, 0.2726], [1.7182, 0.4859, 1.6380], [1.1823, 1.8058, -2.7891], [0.1789, 3.2069, 2.8973], [0.2256, 0.4536, 0.6600], [1.3476, -1.5734, 0.5305], [-1.6839, 0.0254, -2.0047], [-0.2538, -0.0352, 0.4382], [1.4975, 1.4664, 0.8196], [0.4059, 0.0196, 0.2254], [1.7333, -1.1147, -0.0886], [-0.4072, 0.0199, 0.4307], [0.6419, 3.2193, 2.8330], [-0.3085, -1.3632, 0.3992], [-0.3217, 0.3860, 0.6378], [-0.0764, 0.7373, -1.1226], [0.1058, 2.3650, 1.7808], [0.8111, 1.8358, -0.0053], [0.8681, 0.9152, 0.8378], [0.7162, -2.1247, -2.8452], [-0.9134, 0.9133, -1.4994], [-0.1217, -0.2763, 0.0126], [-0.1344, -4.0392, 0.1578], [0.5748, 0.2526, -0.1270], [-0.1645, 0.4725, 0.1006], [0.0124, 0.3392, 0.2244], [-1.1329, -0.3031, 0.1248], [-1.5524, -0.4065, 1.8976], [-0.7115, 1.1336, -0.5766], [0.0549, -0.2319, 1.0347], [0.5339, 0.6214, -0.0683], [-2.5657, 0.7939, 2.7555], [0.0882, -0.1357, 0.1230], [1.1348, -2.0950, -0.5454], [-1.2176, -0.0557, -0.6086], [-0.1035, -0.1712, 0.1866], [-1.0720, -1.7786, -0.4592], [1.3406, 1.8990, -0.2360], [1.6542, 1.6423, -0.9645], [-0.5798, 1.7063, 1.6341], [-0.2532, 0.0144, -0.0375], [-0.9179, -1.9713, 0.8595], [-1.5956, -0.8826, -0.4862], [-0.8157, 1.9301, -1.3277], [-0.0619, 0.2765, 0.0169], [0.1529, 0.0578, 0.0386], [3.1547, -2.3913, -0.3277], [-1.4388, -0.6324, -1.9123], [0.9454, -1.9338, -1.2158], [0.2136, -0.1688, -0.0184], [-2.6713, -0.6013, -0.7819], [-1.6737, -0.9047, 0.8265], [-1.0803, 1.3995, 0.8099], [1.3215, -1.4093, -1.1965], [0.7951, 2.0946, 0.7056], [0.2158, 0.0559, -0.1047], [0.9997, -1.7060, 0.5467], [0.1616, -0.1402, -0.0503], [-0.2509, -0.2318, 0.0581], [0.1025, 0.1810, 0.4508], [-0.2200, 0.2806, 2.3336], [0.2405, 0.3089, 0.1451], [0.2056, 0.3497, -0.0659], [2.4082, 0.2375, -0.3702], [1.3881, 0.2696, -1.3134], [0.3804, 0.0470, 0.0988], [-1.6361, -0.4776, 0.3243], [-0.3331, 0.2876, 0.0899], [0.2475, 0.7186, 0.0804], [-1.5176, -0.8103, 0.7087], [0.3218, 1.9729, 0.1073], [-0.9903, 0.4751, -1.7103], [-0.0804, -0.0409, -0.2715], [-1.2808, -0.2849, 1.8059], [2.1129, 0.2515, -0.9239], [0.0368, -0.2005, -0.0831], [-0.2152, 0.0283, -0.0898], [0.6607, -1.5454, -1.4092], [-0.1074, -0.1783, 0.0255], [0.4799, 1.6456, 0.6400], [-0.1847, 0.0138, 0.1124], [0.9768, 0.0679, 1.8982], [0.1764, 1.4568, -1.5688], [-0.3083, -0.1087, 2.2500]]}

---

Entry 3:
{"formula": "CN5O2", "method": "ωB97M-V/def2-TZVPD", "de_lowest_ev": 6.4197, "homo_energy_ev": [-3.827, -3.141], "orbital_gap_ev": [6.0, 4.7], "total_charge": -1, "lumo_ha": [0.080, 0.058], "symbols": ["O", "O", "N", "N", "N", "N", "N", "C"], "xyz": [[-1.3038, 1.0836, 1.4432], [-0.5444, 1.6204, -0.5908], [1.2874, -0.7374, 0.4928], [2.1150, -0.3681, -0.2546], [-1.0106, 0.7831, 0.2376], [-1.7825, -1.5329, -0.3659], [2.9368, -0.0800, -0.9873], [-1.5431, -0.4010, -0.1470]], "forces_ev_per_angstrom": [[0.7281, -0.7695, -2.2092], [-0.9898, -2.2744, 1.3216], [-0.8507, 0.1038, 0.5050], [-1.4557, -0.9710, 1.2321], [0.5089, 4.6377, 1.6190], [0.0298, 3.1916, 0.3805], [1.8776, 1.0040, -1.7138], [0.1519, -4.9221, -1.1351]]}

---

Entry 4:
{"formula": "C2H5N3S", "method": "ωB97M-V/def2-TZVPD", "de_lowest_ev": 5.3449, "homo_energy_ev": -8.841, "orbital_gap_ev": 9.7, "lumo_ha": 0.031, "symbols": ["S", "N", "N", "N", "C", "C", "H", "H", "H", "H", "H"], "xyz": [[0.4384, -2.3282, -0.6940], [-0.0873, -1.0087, 0.2581], [0.2445, 1.3831, -0.0156], [0.7887, 0.1612, 0.2089], [-0.5756, 1.6199, -0.9345], [0.3674, -0.3995, 1.4769], [-0.8360, 2.6033, -0.9270], [-0.2326, -1.9355, -1.7846], [1.1806, -0.9431, 1.9918], [-0.2952, 0.0953, 2.1246], [-0.9929, 0.7522, -1.7044]], "forces_ev_per_angstrom": [[0.5255, -0.4076, 0.7458], [-1.9165, 1.5315, -1.3747], [-0.1381, 0.6356, 0.3832], [0.5127, -0.6887, 1.2699], [-0.1793, -4.7717, -1.6939], [3.2786, -2.3698, -0.8643], [-1.2355, 2.5680, -0.8312], [-0.1583, 0.0011, 0.1212], [-0.3687, 0.4871, -0.0788], [-1.2555, 0.5912, 0.3213], [0.9352, 2.4233, 2.0014]]}

---

Copy entry 4 word for word.
{"formula": "C2H5N3S", "method": "ωB97M-V/def2-TZVPD", "de_lowest_ev": 5.3449, "homo_energy_ev": -8.841, "orbital_gap_ev": 9.7, "lumo_ha": 0.031, "symbols": ["S", "N", "N", "N", "C", "C", "H", "H", "H", "H", "H"], "xyz": [[0.4384, -2.3282, -0.6940], [-0.0873, -1.0087, 0.2581], [0.2445, 1.3831, -0.0156], [0.7887, 0.1612, 0.2089], [-0.5756, 1.6199, -0.9345], [0.3674, -0.3995, 1.4769], [-0.8360, 2.6033, -0.9270], [-0.2326, -1.9355, -1.7846], [1.1806, -0.9431, 1.9918], [-0.2952, 0.0953, 2.1246], [-0.9929, 0.7522, -1.7044]], "forces_ev_per_angstrom": [[0.5255, -0.4076, 0.7458], [-1.9165, 1.5315, -1.3747], [-0.1381, 0.6356, 0.3832], [0.5127, -0.6887, 1.2699], [-0.1793, -4.7717, -1.6939], [3.2786, -2.3698, -0.8643], [-1.2355, 2.5680, -0.8312], [-0.1583, 0.0011, 0.1212], [-0.3687, 0.4871, -0.0788], [-1.2555, 0.5912, 0.3213], [0.9352, 2.4233, 2.0014]]}